Record 1
DFT (ωB97M-V with the def2-TZVPD basis set) results for 7 unconnected molecules or ions with the total composition C14H42O7S7 in a non-equilibrium geometry.

energy above the lowest of the compared OMol25 structures with the same formula, charge and spin: 3.8 kcal per mole
calculated total energy: -105361.34567 eV
max |F|: 3.5 eV/Å
2S+1: 2
charge: +1
HOMO (alpha / beta): -10.70 / -10.70 eV
LUMO level (alpha / beta): -2.87 / -7.44 eV

Last columns: bonded neighbours and bond lengths (Å).
Atoms and positions in Å:
1 S -1.01 -1.69 2.00  O14 1.522, C18 1.855, C28 1.828
2 S -0.32 0.64 -3.80  O12 1.529, C23 1.864, C25 1.826
3 S -2.85 -4.78 0.79  O8 1.519, C22 1.895, C24 1.856
4 S 4.56 -1.78 -1.64  O9 1.533, C19 1.949, C20 1.876
5 S -2.95 3.59 -2.04  O10 1.563, C17 1.813, C26 1.926
6 S 2.89 2.12 1.69  O13 1.511, C15 1.811, C21 1.856
7 S -2.84 3.04 4.00  O11 1.480, C16 1.887, C27 1.922
8 O -3.68 -4.81 2.06  S3 1.519
9 O 4.96 -0.33 -1.93  S4 1.533
10 O -3.03 2.38 -3.03  S5 1.563
11 O -2.29 4.02 4.97  S7 1.480
12 O 0.00 -0.08 -2.49  S2 1.529
13 O 1.43 1.98 2.05  S6 1.511
14 O -0.87 -0.83 3.24  S1 1.522
15 C 3.52 3.77 2.07  S6 1.811, H32 1.090, H35 1.090, H45 1.090
16 C -1.47 2.52 2.82  S7 1.887, H46 1.090, H51 1.090, H64 1.090
17 C -2.40 2.96 -0.43  S5 1.813, H43 1.090, H60 1.090, H62 1.090
18 C 0.27 -3.02 2.07  S1 1.855, H40 1.090, H47 1.090, H56 1.090
19 C 4.61 -2.08 0.29  S4 1.949, H48 1.090, H58 1.090, H69 1.090
20 C 2.73 -2.10 -1.86  S4 1.876, H37 1.090, H38 1.090, H57 1.090
21 C 2.90 2.25 -0.16  S6 1.856, H44 1.090, H53 1.090, H70 1.090
22 C -1.77 -6.34 0.85  S3 1.895, H30 1.090, H39 1.090, H67 1.090
23 C 0.98 1.94 -4.08  S2 1.864, H42 1.090, H59 1.090, H66 1.090
24 C -4.05 -5.43 -0.46  S3 1.856, H29 1.090, H50 1.090, H63 1.090
25 C -0.11 -0.42 -5.28  S2 1.826, H41 1.090, H54 1.090, H65 1.090
26 C -1.36 4.58 -2.46  S5 1.926, H33 1.090, H34 1.090, H61 1.090
27 C -3.10 1.42 4.99  S7 1.922, H31 1.090, H49 1.090, H52 1.090
28 C -0.31 -0.61 0.70  S1 1.828, H36 1.090, H55 1.090, H68 1.090
29 H -4.97 -4.87 -0.61  C24 1.090
30 H -2.12 -7.21 1.41  C22 1.090
31 H -2.05 1.24 5.23  C27 1.090
32 H 3.95 3.73 3.07  C15 1.090
33 H -0.46 4.00 -2.25  C26 1.090
34 H -1.23 4.94 -3.49  C26 1.090
35 H 4.25 4.11 1.34  C15 1.090
36 H -0.99 0.23 0.68  C28 1.090
37 H 2.61 -2.58 -2.84  C20 1.090
38 H 2.21 -1.14 -1.89  C20 1.090
39 H -1.45 -6.54 -0.17  C22 1.090
40 H 0.30 -3.58 1.13  C18 1.090
41 H -0.22 0.13 -6.22  C25 1.090
42 H 1.99 1.66 -4.36  C23 1.090
43 H -3.23 2.52 0.13  C17 1.090
44 H 2.67 1.26 -0.55  C21 1.090
45 H 2.68 4.47 2.15  C15 1.090
46 H -0.99 3.30 2.22  C16 1.090
47 H 0.31 -3.69 2.93  C18 1.090
48 H 4.66 -3.17 0.38  C19 1.090
49 H -3.84 1.54 5.79  C27 1.090
50 H -4.34 -6.42 -0.11  C24 1.090
51 H -1.89 1.70 2.23  C16 1.090
52 H -3.44 0.67 4.28  C27 1.090
53 H 2.12 2.90 -0.56  C21 1.090
54 H 0.89 -0.85 -5.33  C25 1.090
55 H 0.56 0.02 0.90  C28 1.090
56 H 1.21 -2.48 2.18  C18 1.090
57 H 2.31 -2.76 -1.11  C20 1.090
58 H 5.64 -1.81 0.52  C19 1.090
59 H 0.46 2.57 -4.81  C23 1.090
60 H -1.52 2.35 -0.63  C17 1.090
61 H -1.40 5.39 -1.74  C26 1.090
62 H -1.94 3.73 0.19  C17 1.090
63 H -3.35 -5.46 -1.29  C24 1.090
64 H -0.69 2.08 3.44  C16 1.090
65 H -0.78 -1.27 -5.36  C25 1.090
66 H 1.02 2.70 -3.30  C23 1.090
67 H -0.86 -6.02 1.35  C22 1.090
68 H -0.24 -1.16 -0.25  C28 1.090
69 H 3.96 -1.75 1.10  C19 1.090
70 H 3.78 2.61 -0.69  C21 1.090

Record 2
DFT (ωB97M-V with the def2-TZVPD basis set) results for 7 unconnected molecules or ions with the total composition C14H44N2O10 in a non-equilibrium geometry.

energy above the lowest of the compared OMol25 structures with the same formula, charge and spin: 39.4 kcal per mole
calculated total energy: -38682.83368 eV
max |F|: 3.6 eV/Å
HOMO: -8.66 eV
LUMO level: 0.34 eV

Last columns: bonded neighbours and bond lengths (Å).
Atoms and positions in Å:
1 O 1.50 2.07 -5.08  C26 1.419, H48 0.960
2 O -3.39 -0.61 -1.75  C17 1.437, H42 0.960
3 O 4.87 -2.33 2.06  C13 1.384, C23 1.432
4 O 1.86 0.95 -2.38  C16 1.417, H68 0.960
5 O 0.33 0.21 0.25  H32 0.960, H38 0.960, H56 0.960
6 O -3.48 3.33 -0.69  C19 1.442, C21 1.395
7 O -1.16 -1.68 2.73  C18 1.426, H39 0.960
8 O -1.29 -2.67 -1.40  C24 1.431, H36 0.960
9 O -3.04 -3.11 0.92  C15 1.459, H41 0.960
10 O -2.01 -0.63 0.45  H46 0.977
11 N 0.21 2.82 -0.41  C20 1.449, H43 1.010, H54 1.010
12 N 1.88 -0.14 2.35  C22 1.465, H29 1.010, H59 1.010
13 C 3.95 -1.56 2.76  O3 1.384, C22 1.606, H61 1.090, H66 1.090
14 C -1.00 4.75 0.26  C20 1.514, H27 1.090, H30 1.090, H57 1.090
15 C -2.30 -3.60 2.07  O9 1.459, C18 1.522, H33 1.090, H52 1.090
16 C 1.10 0.36 -3.42  O4 1.417, C26 1.554, H35 1.090, H51 1.090
17 C -2.85 -1.40 -2.82  O2 1.437, C24 1.572, H49 1.090, H55 1.090
18 C -2.17 -2.58 3.20  O7 1.426, C15 1.522, H64 1.090, H69 1.090
19 C -4.04 2.66 0.46  O6 1.442, H31 1.090, H47 1.090, H63 1.090
20 C -1.10 3.26 0.04  N11 1.449, C14 1.514, C21 1.548, H40 1.090
21 C -2.20 2.86 -0.98  O6 1.395, C20 1.548, H34 1.090, H62 1.090
22 C 3.06 -0.73 1.71  N12 1.465, C13 1.606, C25 1.560, H50 1.090
23 C 5.82 -2.96 2.92  O3 1.432, H37 1.090, H60 1.090, H65 1.090
24 C -2.35 -2.81 -2.36  O8 1.431, C17 1.572, H58 1.090, H70 1.090
25 C 3.90 0.45 1.14  C22 1.560, H28 1.090, H45 1.090, H53 1.090
26 C 1.69 0.69 -4.82  O1 1.419, C16 1.554, H44 1.090, H67 1.090
27 H -0.47 5.07 1.16  C14 1.090
28 H 4.27 1.08 1.95  C25 1.090
29 H 1.36 -0.85 2.85  N12 1.010
30 H -0.53 5.30 -0.56  C14 1.090
31 H -5.07 3.01 0.58  C19 1.090
32 H 0.94 0.13 0.99  O5 0.960
33 H -1.39 -4.02 1.65  C15 1.090
34 H -2.25 1.77 -1.05  C21 1.090
35 H 1.03 -0.71 -3.19  C16 1.090
36 H -1.54 -2.00 -0.75  O8 0.960
37 H 5.46 -3.92 3.30  C23 1.090
38 H 0.34 1.13 -0.03  O5 0.960
39 H -1.49 -1.33 1.90  O7 0.960
40 H -1.27 2.66 0.93  C20 1.090
41 H -2.84 -2.17 0.88  O9 0.960
42 H -2.86 -0.54 -0.95  O2 0.960
43 H 0.28 3.01 -1.40  N11 1.010
44 H 1.21 0.13 -5.62  C26 1.090
45 H 3.25 0.98 0.45  C25 1.090
46 H -2.72 0.04 0.52  O10 0.977
47 H -3.65 2.81 1.47  C19 1.090
48 H 1.43 2.18 -6.03  O1 0.960
49 H -3.60 -1.52 -3.60  C17 1.090
50 H 2.70 -1.39 0.92  C22 1.090
51 H 0.07 0.71 -3.34  C16 1.090
52 H -2.88 -4.47 2.36  C15 1.090
53 H 4.66 -0.12 0.59  C25 1.090
54 H 0.95 3.42 -0.09  N11 1.010
55 H -1.96 -0.90 -3.22  C17 1.090
56 H -0.58 -0.04 0.43  O5 0.960
57 H -1.97 5.24 0.33  C14 1.090
58 H -3.14 -3.40 -1.89  C24 1.090
59 H 2.11 0.55 3.04  N12 1.010
60 H 6.79 -3.02 2.43  C23 1.090
61 H 3.35 -2.17 3.43  C13 1.090
62 H -1.95 3.21 -1.98  C21 1.090
63 H -4.19 1.60 0.24  C19 1.090
64 H -1.89 -2.94 4.19  C18 1.090
65 H 6.19 -2.39 3.77  C23 1.090
66 H 4.29 -0.80 3.46  C13 1.090
67 H 2.77 0.49 -4.79  C26 1.090
68 H 2.01 1.86 -2.62  O4 0.960
69 H -3.08 -1.99 3.30  C18 1.090
70 H -1.91 -3.28 -3.23  C24 1.090

> energy above the lowest of the compared OMol25 structures with the same formula, charge and spin of number 1 (C14H42O7S7)?

3.8 kcal per mole

> Among the records above, which one has the lowest calculated total energy?

C14H42O7S7

> What is the formula in the second record?

C14H44N2O10

> Which formula does entry 2 have?

C14H44N2O10